# C45H119NO15

A cluster of 14 separate species, C45H119NO15 in total at a distorted geometry (the ωB97M-V functional and the def2-TZVPD basis, the OMol25 dataset).

```
180
Properties=species:S:1:pos:R:3:mulliken_charge:R:1
C 6.268 2.602 -6.798 -0.80
O 5.293 2.543 -5.772 -0.28
C 4.094 1.904 -6.198 -0.98
C 3.008 1.947 -5.056 -0.18
N 3.405 1.167 -3.887 -0.12
C 2.667 1.514 -2.733 -0.36
C 3.571 1.286 -1.543 -0.64
O 4.743 2.147 -1.713 -0.49
C 5.803 1.933 -0.824 -0.76
H 7.134 3.016 -6.281 0.25
H 6.000 3.331 -7.563 0.29
H 6.558 1.593 -7.093 0.33
H 4.241 0.851 -6.437 0.36
H 3.630 2.342 -7.082 0.49
H 2.028 1.651 -5.430 -0.12
H 2.953 3.017 -4.852 0.86
H 4.344 1.432 -3.628 0.23
H 1.719 0.977 -2.687 -0.66
H 2.434 2.577 -2.667 1.00
H 3.012 1.456 -0.623 -0.06
H 3.971 0.273 -1.581 0.93
H 6.592 2.680 -0.917 0.37
H 6.180 0.910 -0.814 0.28
H 5.493 2.036 0.216 0.20
C -2.394 2.752 3.892 -1.18
C -2.800 1.400 4.416 1.98
C -1.709 0.778 5.316 -1.18
O -3.978 1.623 5.203 -0.62
H -3.151 3.219 3.262 0.38
H -1.559 2.641 3.201 -0.02
H -2.093 3.398 4.716 0.50
H -3.008 0.695 3.612 -1.07
H -2.212 -0.005 5.884 0.53
H -1.434 1.431 6.144 0.48
H -0.906 0.397 4.685 -0.17
H -3.711 2.205 5.918 0.37
C -7.682 0.528 0.719 -1.72
C -6.424 0.102 1.408 1.09
C -5.102 0.877 1.059 -0.11
O -6.506 0.182 2.791 -0.61
H -7.794 1.593 0.926 0.37
H -8.520 -0.071 1.077 0.39
H -7.597 0.384 -0.358 0.33
H -6.356 -0.920 1.036 -0.09
H -4.233 0.752 1.704 -0.50
H -5.200 1.963 1.063 0.67
H -4.682 0.636 0.082 -0.32
H -6.269 1.055 3.114 0.38
C -1.137 2.100 -6.409 -1.64
C -1.480 1.000 -5.431 0.15
C -0.290 0.640 -4.577 -0.18
O -2.540 1.450 -4.659 -0.50
H -2.025 2.248 -7.025 0.42
H -0.250 1.799 -6.965 0.41
H -0.860 3.041 -5.934 0.28
H -1.833 0.101 -5.935 0.54
H 0.435 0.172 -5.242 0.89
H -0.599 -0.018 -3.765 -0.61
H 0.136 1.526 -4.105 -0.07
H -3.358 1.161 -5.071 0.26
C 1.957 -2.148 -3.021 0.34
C 2.670 -2.502 -4.322 0.40
C 2.127 -3.855 -4.907 -1.45
O 2.500 -1.416 -5.247 -0.62
H 2.512 -1.407 -2.446 -0.33
H 2.072 -3.017 -2.375 0.40
H 0.932 -1.779 -3.059 -0.48
H 3.718 -2.524 -4.020 0.27
H 2.495 -4.622 -4.226 0.39
H 2.604 -4.053 -5.867 0.41
H 1.049 -3.932 -5.044 0.29
H 2.836 -0.583 -4.909 0.21
C 0.748 -0.196 1.144 0.57
C -0.092 -0.103 -0.100 1.41
C -1.602 -0.209 0.151 0.58
O 0.233 1.188 -0.650 1.33
H 0.473 -1.085 1.712 -1.06
H 0.493 0.627 1.812 -0.21
H 1.815 -0.266 0.933 0.32
H 0.173 -0.875 -0.823 -1.01
H -1.943 0.558 0.847 -0.52
H -1.966 -1.155 0.554 -0.26
H -2.188 -0.084 -0.760 -0.36
H -0.510 1.483 -1.181 -0.77
C -2.774 -2.423 3.235 1.00
C -4.058 -3.236 3.233 0.44
C -4.254 -4.094 1.989 -1.21
O -4.024 -4.207 4.292 -0.63
H -2.918 -1.538 2.614 -0.76
H -1.956 -2.935 2.728 -0.60
H -2.435 -2.196 4.246 0.37
H -4.881 -2.549 3.426 0.28
H -5.264 -4.501 2.037 0.46
H -3.504 -4.873 1.850 0.28
H -4.243 -3.521 1.062 -0.06
H -3.989 -3.761 5.142 0.37
C -4.346 -3.051 -2.129 -1.58
C -4.522 -1.619 -1.741 2.04
C -3.917 -0.650 -2.788 -1.19
O -5.924 -1.364 -1.761 -0.68
H -4.834 -3.218 -3.090 0.42
H -4.783 -3.699 -1.369 0.50
H -3.309 -3.355 -2.273 0.07
H -4.108 -1.508 -0.739 -0.69
H -2.836 -0.766 -2.861 -0.17
H -4.136 0.366 -2.461 0.08
H -4.418 -0.815 -3.742 0.74
H -6.325 -1.931 -1.097 0.43
C -2.781 3.413 -0.037 -0.45
C -3.153 3.014 -1.457 1.29
C -3.442 4.200 -2.345 -1.67
O -2.094 2.324 -2.069 0.49
H -2.779 2.655 0.746 -0.39
H -3.542 4.084 0.360 0.63
H -1.848 3.975 0.002 -0.29
H -4.023 2.358 -1.483 -0.16
H -3.586 3.847 -3.366 0.43
H -2.606 4.898 -2.398 0.29
H -4.355 4.737 -2.088 0.41
H -2.428 2.279 -2.968 -0.47
C 0.822 -2.121 6.068 -0.57
C 0.506 -3.388 5.188 0.23
C 0.981 -3.353 3.791 0.39
O 1.224 -4.438 5.794 -0.63
H 0.694 -2.228 7.145 0.43
H 0.120 -1.306 5.889 -0.18
H 1.835 -1.736 5.948 0.18
H -0.549 -3.664 5.194 0.26
H 2.020 -3.025 3.773 0.03
H 0.418 -2.649 3.178 -0.72
H 1.006 -4.350 3.351 0.31
H 2.159 -4.249 5.687 0.37
C 3.334 1.613 3.505 -0.39
C 2.022 1.769 4.290 1.91
C 2.221 1.981 5.768 -1.61
O 1.198 2.871 3.781 -0.52
H 3.175 1.687 2.429 -0.29
H 3.761 0.641 3.750 -0.03
H 4.133 2.301 3.781 0.39
H 1.431 0.857 4.206 -0.60
H 2.879 2.806 6.042 0.40
H 2.772 1.100 6.097 0.36
H 1.336 2.079 6.396 0.31
H 1.380 2.898 2.839 0.26
C 7.018 -2.258 2.973 -1.47
C 5.974 -1.749 1.954 0.52
C 4.570 -1.793 2.538 -0.99
O 6.334 -0.426 1.640 -0.49
H 6.919 -1.788 3.951 0.35
H 8.041 -2.109 2.630 0.36
H 6.887 -3.290 3.299 0.39
H 5.947 -2.434 1.106 0.24
H 4.507 -1.358 3.535 0.18
H 4.224 -2.822 2.442 0.55
H 3.931 -1.106 1.984 0.04
H 7.020 -0.483 0.971 0.33
C -0.600 -4.598 -1.764 -1.69
C -0.772 -4.321 -0.299 2.09
C -1.057 -5.599 0.450 -1.82
O 0.445 -3.777 0.134 -0.33
H 0.343 -5.118 -1.932 0.54
H -0.462 -3.701 -2.368 0.08
H -1.385 -5.252 -2.144 0.49
H -1.550 -3.587 -0.089 -0.79
H -1.777 -6.189 -0.117 0.43
H -1.319 -5.438 1.496 0.28
H -0.172 -6.235 0.428 0.49
H 1.161 -4.405 0.011 0.29
C 0.784 5.044 -0.672 -1.29
C 1.932 4.373 0.141 1.42
C 2.596 5.398 1.052 -1.78
O 1.464 3.353 1.007 -0.03
H 1.153 5.656 -1.495 0.48
H 0.073 5.597 -0.059 0.34
H 0.287 4.250 -1.228 0.07
H 2.658 3.995 -0.578 -0.30
H 1.908 5.889 1.741 0.36
H 3.066 6.174 0.448 0.42
H 3.278 4.895 1.737 0.40
H 0.957 2.713 0.502 -0.27
```

Energy above the lowest of the compared OMol25 structures with the same formula, charge and spin (kcal per mole): 52.38
Total charge: 0
Kohn-Sham gap (eV): 9.566

# C7H17BrIN2OP

A structure of composition C7H17BrIN2OP at a distorted geometry (the ωB97M-V functional and the def2-TZVPD basis, the OMol25 dataset).

```
30
Properties=species:S:1:pos:R:3:mulliken_charge:R:1
N -3.084 1.508 -0.206 -0.69
P -2.936 0.334 -1.476 0.14
O -2.011 1.110 -2.613 -0.45
C -1.921 -1.073 -0.715 0.09
C -0.933 -1.855 -1.664 -0.75
N 0.474 -1.522 -1.187 -0.10
C 0.276 -0.240 -0.471 0.62
C 1.505 0.475 0.071 -1.50
C 1.643 0.452 1.578 -0.19
C 2.223 1.804 2.018 -0.88
Br 2.376 1.923 3.948 -0.21
C -0.928 -0.587 0.392 -1.08
H -2.166 1.915 -0.003 0.32
H -3.297 0.966 0.631 0.33
H -1.692 1.940 -2.230 0.32
H -2.658 -1.825 -0.429 0.45
H -1.036 -2.904 -1.398 0.39
H -1.005 -1.581 -2.712 0.36
H 0.731 -2.209 -0.465 0.34
H 1.212 -1.562 -1.887 0.38
H -0.050 0.409 -1.297 0.06
H 2.401 0.014 -0.377 0.37
H 1.503 1.506 -0.303 0.47
H 0.726 0.272 2.141 0.47
H 2.458 -0.391 1.798 -0.14
H 1.544 2.599 1.693 0.44
H 3.184 1.964 1.526 0.41
H -1.252 0.133 1.132 0.52
H -0.662 -1.510 0.932 0.23
I 3.378 -2.065 1.574 -0.72
```

Total charge: 0
Kohn-Sham gap (eV): 6.235

# CF3MgNO4S3Yb

A structure of composition CF3MgNO4S3Yb at a distorted geometry (the ωB97M-V functional and the def2-TZVPD basis, the OMol25 dataset).

```
14
Properties=species:S:1:pos:R:3:mulliken_charge:R:1
Mg 0.825 2.096 1.100 0.84
N 1.945 0.949 0.018 -0.69
S 1.692 -0.470 -0.346 0.93
O 0.580 -1.272 0.357 -0.58
C 0.886 -0.524 -2.033 0.67
F 1.636 0.102 -2.930 -0.23
F -0.301 0.090 -1.951 -0.24
F 0.682 -1.771 -2.440 -0.22
Yb -1.223 -0.743 1.221 1.04
S -2.274 2.056 1.918 0.01
O -0.820 1.256 1.650 -0.30
S -3.343 0.311 2.558 -0.01
O -3.131 -0.667 1.273 -0.54
O 2.847 -1.412 -0.397 -0.67
```

Energy above the lowest of the compared OMol25 structures with the same formula, charge and spin (kcal per mole): 0.57
Total charge: 0
Kohn-Sham gap (eV): 4.470

no.,HOMO level (eV)
1,-9.2
2,-6.6
3,-6.9